Entry 1:
# C30H53GeMnN6O5P2

A structure of composition C30H53GeMnN6O5P2 at a distorted geometry (ωB97M-V with the def2-TZVPD basis set, OMol25).

Output
Total energy: -5789.99103 Ha
Total charge: +2
Frontier orbital gap (alpha / beta): 0.242 / 0.189 hartree
Spin multiplicity: 5

XYZ file:
```
98
Properties=species:S:1:pos:R:3:forces:R:3
H 4.20426 -4.97099 1.03834 0.032 -0.050 0.091
H -2.42100 1.04312 -7.14389 0.013 -0.029 -0.099
Ge -1.17572 -2.04774 0.61841 -1.411 -2.487 0.914
C 4.89494 1.94220 -0.11463 0.194 -0.319 -0.100
H 4.63080 0.91519 -0.34950 0.132 -0.077 -0.009
C 2.19838 2.37700 3.43365 0.272 0.262 0.020
H -1.65264 -6.57653 1.98928 0.091 -0.055 -0.038
N 3.71243 2.63815 0.36604 -0.887 -0.245 -0.416
C 1.54768 4.67890 -1.59795 -0.115 0.227 0.238
H -2.94718 -0.13090 0.41089 0.174 -0.037 -0.054
H -1.92456 2.30082 0.03065 -0.150 0.078 -0.080
O 1.33046 -1.62765 0.27091 -0.945 0.456 0.742
H -0.69911 -1.88130 2.07215 0.002 0.113 -0.288
O -0.67478 0.73918 -1.67865 -0.640 0.839 1.039
C -1.06900 -5.69745 1.70933 -0.244 0.144 0.025
H 2.27211 3.36755 2.99402 0.111 0.057 0.049
N 1.94877 3.28849 -1.72860 0.244 -0.769 0.960
C -2.02806 3.14579 0.71220 -0.209 -0.168 -0.291
C 3.65278 -4.77654 -1.02735 -0.019 0.034 0.006
C 2.83984 -3.36204 0.74731 -0.303 0.335 -0.011
C -5.04616 -2.23748 3.35792 0.208 0.174 -0.026
C -0.67578 0.42734 -2.93700 1.067 -1.778 -0.801
C -2.78871 2.68147 -5.81202 0.050 -0.096 0.051
H -3.00384 -1.75897 2.87949 -0.050 0.137 0.125
H 4.25591 -5.61042 -1.34485 0.080 -0.094 -0.063
H -1.88366 -4.35138 3.19604 -0.102 0.102 0.084
H -1.31689 -3.81779 -1.18793 0.127 0.081 0.093
H -2.75453 -4.68322 0.84367 -0.142 -0.063 -0.013
H 5.32089 2.41824 -0.99953 0.058 0.050 -0.084
C -2.26406 1.44075 -6.15371 -0.044 0.097 -0.004
H 0.62241 0.79021 4.89504 -0.050 -0.007 -0.020
C -0.97136 -3.91700 -0.15180 -0.039 0.947 -0.197
N 0.91958 1.78529 3.08940 -0.295 0.034 -1.120
O 1.18872 2.81616 0.66734 -0.304 -0.352 0.323
H -0.57026 -5.37443 3.77559 0.047 0.083 0.135
H 0.49791 4.76682 -1.30879 -0.035 0.015 -0.054
H 4.47178 4.58071 -0.01406 -0.027 0.044 -0.029
H -0.20462 -4.00232 2.72834 0.034 0.091 0.144
H 2.25391 2.47410 4.51843 -0.018 0.047 -0.034
C -4.00869 -1.49461 2.52711 -0.079 -0.292 -0.083
H -0.73355 4.98280 2.30476 -0.013 -0.020 -0.058
C -4.10755 -1.84074 1.04423 0.404 -0.228 0.438
C -1.77419 -5.03845 0.52618 0.099 -0.080 0.292
H 1.45565 -2.56981 -3.57358 -0.125 0.154 0.072
H 4.65914 3.97957 1.63935 -0.017 0.044 0.013
H -1.79719 4.07034 0.17328 0.026 -0.020 0.035
N -1.14106 2.95061 1.84636 0.835 -0.685 -0.199
H 1.26776 -0.24201 3.60259 -0.006 0.000 -0.031
H -1.73781 2.86099 -2.60237 -0.040 0.046 0.113
O -0.22113 0.69343 1.00224 -0.082 -0.926 -0.766
N 0.59146 -1.24019 -2.26682 0.925 -1.305 0.407
C -1.10310 4.06713 2.77456 0.033 0.145 0.357
H -1.94467 -5.80882 -0.23023 -0.067 0.120 -0.054
C -1.37778 1.21850 -3.93182 -0.333 0.428 -0.104
C 2.92140 -4.06386 -1.94661 -0.135 0.254 0.068
H -4.89940 -3.31225 3.28491 -0.034 -0.140 0.018
H -4.09520 -2.92529 0.91964 -0.137 -0.057 -0.013
H 2.80140 -3.08870 1.79135 -0.018 0.049 0.081
H 1.12767 2.98157 -3.63213 -0.040 -0.039 0.019
H -5.06672 -1.48963 0.65360 0.073 0.002 -0.150
Mn 0.35477 -0.33912 -0.58967 1.690 2.219 -0.294
H -2.11330 4.24771 3.14319 0.045 0.013 0.020
H 2.88581 3.19699 -3.61752 -0.026 -0.018 0.033
H -3.01676 4.16261 -4.28478 0.024 0.027 0.023
C -1.89814 2.47262 -3.59718 0.155 -0.310 0.093
H -3.05841 3.19880 1.06861 0.031 -0.002 -0.056
C 2.04147 2.76075 -3.07754 0.052 -0.201 -0.371
H 3.06165 4.49040 1.07034 0.034 0.168 0.096
H -1.13537 -0.25332 -5.45526 -0.014 -0.107 -0.125
C 1.37601 -2.26574 -2.53085 -0.628 0.691 0.139
H -4.96808 -1.95046 4.40240 -0.062 -0.040 0.125
H 3.04145 1.77109 3.09111 -0.026 0.000 0.000
C -1.55406 0.71145 -5.22169 0.050 0.028 0.226
H 2.95390 -4.33041 -2.99139 0.003 -0.058 -0.147
H 5.64877 1.94884 0.67213 -0.012 -0.039 0.014
O 2.15840 0.88372 -0.74238 -0.376 -0.950 -0.162
C -2.60090 3.19727 -4.53772 -0.069 0.132 -0.056
H -0.46210 3.81090 3.61355 -0.049 0.096 0.091
C -2.99046 -1.20461 0.21905 0.665 0.321 -0.711
H 2.15075 5.19607 -0.85600 -0.002 0.128 -0.020
C 3.61703 -4.41722 0.32261 -0.118 0.104 -0.204
P 0.17194 1.98967 1.64071 0.433 1.504 0.832
C 2.12060 -2.97112 -1.55623 0.276 -0.061 1.112
C 3.98890 4.00444 0.77943 0.000 0.148 0.130
N -0.01653 -0.65388 -3.30470 -1.018 1.044 -1.433
H 0.08160 -4.20638 -0.17853 -0.010 0.156 -0.001
C 0.58055 0.57857 3.82646 -0.231 -0.191 0.181
H -3.34907 3.24957 -6.53612 -0.071 0.055 -0.129
H -3.16967 -1.35785 -0.84990 0.133 0.078 0.078
H -4.14101 -0.41820 2.65290 0.141 0.072 0.015
H -0.08048 -6.04129 1.39660 -0.008 -0.118 -0.042
H 2.17029 1.68151 -3.03469 0.008 -0.006 -0.127
H 1.68646 5.17790 -2.55396 0.054 0.014 0.006
H -0.43348 0.28264 3.56611 -0.025 -0.166 0.151
C -0.92609 -4.79548 2.92748 0.134 -0.169 -0.244
H -6.05097 -2.00462 3.01691 -0.148 -0.002 -0.026
C 2.07760 -2.61302 -0.16529 0.710 -1.278 -0.985
P 2.28888 2.32527 -0.42899 0.080 1.445 0.101
```
Positions in Å, forces in eV/Å.

Entry 2:
# C22H34N2O2

An isolated molecule of C22H34N2O2 (ωB97M-V with the def2-TZVPD basis set, OMol25).

Output
Total energy: -1118.76452 Ha
Structure (SMILES): CCCCC[C@H]1CN(CCCC)C(=O)[C@@H]1CC(=O)NCc1ccccc1
Frontier orbital gap: 0.349 hartree
Spin multiplicity: 1

XYZ file:
```
60
Properties=species:S:1:pos:R:3:forces:R:3
H 4.23835 0.69860 1.27807 -0.034 0.021 0.142
H -0.15057 -3.28164 1.49029 -0.021 -0.102 0.047
C 5.19767 -0.57189 -0.15494 -0.007 -0.039 0.105
C 5.14093 0.18909 -2.42532 0.068 -0.105 -0.097
H 0.44298 -4.06035 0.02350 -0.040 -0.086 0.029
N -0.89631 -0.95678 0.24469 -0.172 -0.156 0.063
C -1.99520 0.74452 1.42412 -0.121 0.096 0.001
H -0.15408 -2.04823 -1.31136 -0.104 -0.059 0.044
H -3.29839 -0.26003 -0.92312 0.090 -0.111 -0.027
C 1.67702 -2.43751 0.71473 -0.074 -0.282 0.063
H 1.55474 -1.48741 1.23884 0.007 0.093 -0.047
O 2.34403 2.75445 2.37568 0.209 0.054 0.344
C -4.44892 1.44145 -1.56757 -0.033 -0.105 0.130
H -4.11776 0.79381 1.15967 -0.075 0.052 0.061
H -0.84410 2.22316 0.27742 -0.008 -0.083 -0.094
C 4.10789 1.50412 -0.69649 0.031 0.075 -0.100
C -0.62332 -2.24251 -0.34332 0.192 -0.327 -0.085
H -3.30286 2.29879 0.74209 -0.058 0.065 0.036
C 1.67149 2.22267 1.51122 -0.460 -0.089 0.084
H 6.07110 -1.63367 -1.79698 0.045 -0.061 -0.026
H -7.08284 -0.77452 -1.02511 -0.066 -0.110 0.011
C 5.52229 -0.75558 -1.48897 0.051 -0.071 -0.117
C -5.82869 0.97970 -1.09498 0.124 -0.043 -0.158
H -4.34596 1.19776 -2.62769 -0.013 0.072 -0.064
H -4.39564 2.52898 -1.47424 0.052 0.051 -0.077
H 3.76516 3.19982 0.58876 -0.066 -0.005 -0.190
C -6.05277 -0.51866 -1.26276 -0.048 0.247 0.094
H 5.39057 0.04934 -3.46716 0.017 -0.016 -0.078
H 0.68359 0.53216 2.31382 -0.010 -0.001 0.077
H -2.73444 -1.31407 1.17829 -0.021 0.001 0.005
H -5.40463 -1.09018 -0.60312 0.070 -0.144 0.050
H 1.48358 1.64541 -0.45013 -0.124 -0.056 0.137
C 3.28858 2.68752 -0.25228 0.039 0.143 0.128
C -0.68927 1.28612 0.81672 -0.020 0.000 0.196
H -6.58063 1.51447 -1.68001 -0.032 0.047 0.087
C -0.27471 0.16809 -0.13095 -0.177 0.389 -0.038
H -5.85278 -0.82036 -2.28868 0.025 -0.098 -0.110
C 0.37962 1.49794 1.89735 0.114 0.136 -0.012
H -0.05039 2.07514 2.72000 0.084 -0.055 -0.053
H 5.49800 -1.30583 0.57908 0.029 -0.052 0.066
N 1.98918 2.23512 0.20736 0.099 0.100 -0.405
C -3.24064 1.21075 0.66045 0.194 -0.230 -0.107
H 3.15130 3.39314 -1.07724 0.105 -0.032 0.087
H -1.35598 -1.16409 2.28356 -0.080 -0.034 -0.028
H -5.97656 1.25644 -0.04976 -0.077 0.072 0.025
H -2.10364 1.06667 2.46299 0.079 -0.040 -0.045
H 2.11557 -2.21252 -0.25933 -0.008 0.104 -0.027
H 4.13233 2.04447 -2.76604 -0.049 0.083 -0.066
C -3.26614 0.82447 -0.81773 -0.190 0.267 0.044
O 0.49996 0.26392 -1.06929 0.243 -0.056 -0.331
C 2.62217 -3.32839 1.50971 -0.096 0.205 -0.104
H 3.57915 -2.83299 1.64952 0.143 -0.019 0.063
H 2.20561 -3.55370 2.48969 0.003 -0.061 0.122
H -1.57142 -2.76736 -0.50192 0.030 0.085 -0.053
C 0.31260 -3.09590 0.51791 0.051 0.365 -0.169
C 4.43358 1.31186 -2.03090 -0.005 0.083 0.112
C -1.79825 -0.77784 1.35692 -0.031 0.000 0.331
C 4.49377 0.55067 0.23854 0.023 0.007 -0.005
H 2.79365 -4.26686 0.98708 0.053 -0.128 -0.016
H -2.34960 1.16825 -1.30072 0.051 -0.057 -0.053
```
Positions in Å, forces in eV/Å.

Entry 3:
# C5H12N2

The ion C5H12N2 with charge -1 at a distorted geometry (ωB97M-V with the def2-TZVPD basis set, OMol25).

Output
Total energy: -307.11784 Ha
Total charge: -1
Frontier orbital gap (alpha / beta): 0.104 / 0.247 hartree
Spin multiplicity: 2

XYZ file:
```
19
Properties=species:S:1:pos:R:3:forces:R:3
C 0.82081 -0.14067 -0.96192 0.241 0.814 -1.697
H 2.30185 0.70292 2.09261 -0.087 0.029 0.032
H -0.83036 1.99321 -1.17704 -0.227 0.285 0.130
H -2.90941 -0.50510 0.79842 -0.159 0.103 -0.129
H 0.68225 1.14063 1.48340 0.034 0.444 0.102
N -2.33552 -1.24652 0.43112 -0.315 -0.332 -0.446
C 1.69860 0.89396 1.19899 0.254 -0.622 0.134
N -1.04993 1.35727 -0.42261 1.217 0.906 0.408
H 1.27985 0.74722 -1.43172 -0.153 0.002 -0.148
H 2.57865 -0.78717 0.07457 0.321 0.287 0.033
H 2.17370 1.70362 0.65233 -0.136 0.299 -0.082
C -1.40967 -1.02967 -0.58037 -0.329 -0.552 0.089
H 0.96154 -0.93447 -1.71218 0.185 -0.228 0.477
H 1.08794 -1.14931 0.87132 0.075 0.114 0.215
H -1.88294 1.60887 0.07924 -0.370 -0.542 -0.205
H -1.30818 -1.93066 -1.18207 1.009 -0.124 0.456
H -2.81393 -2.12418 0.24542 -0.602 0.183 0.281
C -0.65858 0.04999 -0.79662 -0.253 0.002 0.694
C 1.61334 -0.34995 0.33712 -0.703 -1.066 -0.347
```
Positions in Å, forces in eV/Å.

Entry 4:
# C6H9IO4S

A cluster of 2 separate species, C6H9IO4S in total at a distorted geometry (ωB97M-V with the def2-TZVPD basis set, OMol25).

Output
Total energy: -1230.82033 Ha
Structure (SMILES): O=S1(=O)CCC=C1I.CC(=O)O
Frontier orbital gap: 0.355 hartree
Spin multiplicity: 1

XYZ file:
```
21
Properties=species:S:1:pos:R:3:forces:R:3
C 1.59018 0.62948 1.34707 0.495 0.960 -0.584
O -1.61666 2.22774 0.48455 0.393 -0.038 -1.014
H -1.69017 1.28357 -1.06190 0.209 -0.131 -1.604
O -0.31948 -0.42691 -0.75651 0.385 -0.112 -0.629
H 0.96831 -0.48567 3.15816 0.173 -0.295 -1.367
H 0.88303 -0.84456 -3.46097 0.518 0.243 1.147
H 0.47552 -1.12398 1.34304 0.606 1.207 2.189
C -0.54819 0.01492 -1.86616 -0.867 0.405 1.442
O -0.48439 3.13425 2.39315 0.628 1.526 1.351
H -0.25700 0.43895 -3.79381 -0.162 -0.160 -0.780
S -0.53245 2.10754 1.43087 -1.271 -2.908 0.484
I 2.12542 3.14737 -0.35571 -0.298 -0.282 0.205
C 1.11373 1.76178 0.81974 -0.098 -0.196 0.299
H -1.49962 -0.12646 1.74299 -0.363 -0.208 -1.069
H 2.64463 0.34331 1.10820 -1.123 -0.023 0.501
C 0.62378 -0.23235 2.11754 0.481 -2.298 -0.975
H -1.10013 0.46789 3.21123 -0.125 0.807 1.873
H -0.74800 -1.27663 -3.47230 -0.088 0.715 -0.041
O -1.46652 1.00788 -2.02586 0.505 -0.254 1.867
C -0.72234 0.40112 2.24279 0.506 1.747 -1.842
C -0.08245 -0.43494 -3.18573 -0.504 -0.703 -1.452
```
Positions in Å, forces in eV/Å.

Question: Which value of total energy does entry 2 give?
Answer: -1118.76452 Ha

Question: total energy of number 1 (C30H53GeMnN6O5P2)?
Answer: -5789.99103 Ha